{"formula": "C42H82HgO26S10", "method": "wB97M-V/def2-TZVPD", "largest_force_ev_per_a": 4.84, "lumo_ev": -0.022, "symbols": ["Hg", "O", "C", "O", "O", "H", "O", "C", "O", "O", "H", "C", "C", "C", "S", "O", "O", "C", "H", "H", "H", "H", "H", "H", "H", "H", "C", "C", "C", "S", "O", "O", "C", "H", "H", "H", "H", "H", "H", "H", "H", "C", "C", "C", "S", "O", "O", "C", "H", "H", "H", "H", "H", "H", "H", "H", "C", "C", "C", "S", "O", "O", "C", "H", "H", "H", "H", "H", "H", "H", "H", "C", "C", "C", "S", "O", "O", "C", "H", "H", "H", "H", "H", "H", "H", "H", "C", "C", "C", "S", "O", "O", "C", "H", "H", "H", "H", "H", "H", "H", "H", "C", "C", "C", "S", "O", "O", "C", "H", "H", "H", "H", "H", "H", "H", "H", "C", "C", "C", "S", "O", "O", "C", "H", "H", "H", "H", "H", "H", "H", "H", "C", "C", "C", "S", "O", "O", "C", "H", "H", "H", "H", "H", "H", "H", "H", "C", "C", "C", "S", "O", "O", "C", "H", "H", "H", "H", "H", "H", "H", "H"], "coordinates": [[5.40021, -16.06018, 27.98500], [6.78591, -12.15584, 28.40894], [6.38091, -13.40093, 28.24724], [6.85157, -14.34804, 28.85762], [5.53293, -13.71291, 27.42267], [6.31076, -11.64128, 27.75238], [1.89077, -15.98358, 30.18456], [3.04628, -16.03310, 29.53992], [3.08697, -16.06115, 28.28716], [4.17958, -15.91752, 30.05424], [1.38676, -16.01069, 29.36796], [4.13700, -8.18024, 23.97470], [4.51152, -9.33722, 23.08907], [5.23110, -8.84283, 21.82274], [5.43944, -7.03815, 22.04686], [4.33809, -6.37376, 21.32918], [6.81175, -6.61771, 21.74319], [5.12009, -7.05404, 23.81008], [4.26342, -8.58646, 24.97824], [3.13346, -7.81400, 23.75819], [3.61330, -9.90738, 22.85194], [5.21561, -9.99203, 23.60246], [4.71924, -9.06114, 20.88548], [6.16865, -9.39856, 21.80633], [4.77181, -6.07928, 24.15161], [6.04906, -7.18069, 24.36603], [8.44178, -12.10716, 24.42874], [9.23128, -12.08410, 25.67124], [8.98303, -10.69576, 26.28870], [9.13000, -9.48919, 24.87046], [10.52416, -9.06192, 24.73102], [8.01960, -8.57108, 24.72852], [8.86937, -10.83457, 23.62937], [7.38092, -12.00938, 24.65922], [8.54575, -13.08433, 23.95714], [10.30317, -12.13725, 25.48067], [8.88613, -12.88950, 26.31955], [9.52097, -10.28492, 27.14306], [7.92518, -10.57984, 26.52450], [9.85614, -11.06686, 23.22885], [8.28594, -10.61998, 22.73402], [8.97357, -17.41670, 23.52255], [10.16639, -16.94291, 24.38058], [9.74740, -16.29384, 25.73276], [8.37293, -17.40788, 26.30384], [7.24659, -16.54530, 26.74371], [8.87678, -18.52169, 27.15942], [8.09940, -18.15417, 24.60946], [9.25982, -18.21115, 22.83334], [8.48712, -16.56409, 23.04871], [10.85764, -16.30166, 23.83370], [10.66708, -17.85250, 24.71232], [9.37880, -15.28330, 25.55658], [10.39538, -16.16770, 26.60012], [7.01557, -18.10410, 24.50503], [8.33533, -19.21754, 24.65050], [4.85980, -21.56226, 29.01039], [6.05543, -21.93407, 28.08644], [6.61226, -20.58986, 27.59213], [5.10056, -19.59446, 27.04114], [4.77062, -19.87528, 25.62573], [5.30400, -18.24868, 27.47727], [4.07419, -20.50746, 28.26704], [5.34354, -21.18045, 29.90946], [4.28316, -22.46701, 29.20279], [5.83076, -22.52308, 27.19723], [6.74657, -22.44436, 28.75729], [7.31901, -20.59546, 26.76233], [7.12192, -20.13287, 28.44037], [3.25752, -20.93612, 27.68617], [3.68725, -19.81469, 29.01434], [3.07232, -12.62470, 31.52736], [4.28672, -12.37665, 30.62517], [5.61551, -12.42536, 31.45041], [5.06108, -12.73267, 33.18117], [4.77950, -11.43032, 33.83160], [6.02420, -13.69420, 33.79767], [3.44098, -13.55877, 32.69170], [2.15203, -12.98486, 31.06752], [2.90910, -11.65338, 31.99426], [4.23576, -11.42952, 30.08810], [4.28224, -13.19146, 29.90118], [6.36926, -11.63856, 31.42014], [6.24251, -13.29121, 31.23763], [2.78397, -13.70031, 33.54984], [3.66036, -14.54682, 32.28705], [11.62725, -11.61866, 31.41050], [10.13949, -11.84889, 31.46026], [9.55503, -12.28789, 30.11537], [10.97480, -13.11614, 29.22158], [11.39011, -12.23921, 28.12641], [10.78903, -14.53899, 28.97985], [12.16820, -12.88684, 30.74320], [12.08734, -11.64401, 32.39831], [11.85334, -10.67495, 30.91411], [9.69250, -10.91066, 31.78895], [9.90419, -12.58131, 32.23246], [9.12635, -11.57795, 29.40803], [8.78310, -13.05356, 30.19270], [13.20054, -12.85539, 30.39482], [11.98973, -13.73187, 31.40816], [3.13190, -14.93813, 22.60896], [3.41688, -16.46512, 22.80876], [4.87964, -16.54196, 23.17431], [5.16095, -15.22781, 24.45414], [6.47300, -14.66855, 24.16737], [4.82969, -15.86488, 25.71260], [3.69774, -14.16998, 23.82169], [2.05079, -14.79940, 22.60136], [3.56537, -14.54799, 21.68809], [3.00828, -16.99316, 21.94718], [2.78917, -16.73405, 23.65833], [5.56509, -16.31780, 22.35698], [5.21592, -17.52280, 23.51043], [4.13940, -13.23299, 23.48242], [3.05200, -13.86177, 24.64395], [1.57765, -13.34586, 27.41476], [0.63231, -12.72042, 28.46912], [0.94618, -11.23112, 28.57946], [0.98454, -10.66737, 26.87357], [1.96103, -9.54332, 26.75163], [-0.43880, -10.55648, 26.49165], [1.73815, -12.30428, 26.25045], [1.16946, -14.25476, 26.97274], [2.50656, -13.57064, 27.93888], [0.83325, -13.17903, 29.43731], [-0.44443, -12.87589, 28.40150], [1.94114, -11.12080, 29.01073], [0.21352, -10.66578, 29.15538], [2.75422, -11.91451, 26.18884], [1.39400, -12.59421, 25.25767], [8.78455, -16.15645, 32.68267], [9.90094, -16.72124, 31.77734], [9.25128, -17.47485, 30.60164], [7.43236, -17.47777, 30.82764], [6.98404, -18.64091, 31.61329], [6.75794, -17.19789, 29.52773], [7.50190, -16.01231, 31.87264], [9.05326, -15.24771, 33.22127], [8.63839, -16.83459, 33.52341], [10.50615, -17.36293, 32.41770], [10.60293, -15.95875, 31.43982], [9.61209, -18.48547, 30.41044], [9.47222, -16.86669, 29.72447], [6.56886, -15.92949, 32.43004], [7.61743, -15.17009, 31.19043], [6.68723, -6.69157, 28.42793], [7.65538, -7.81724, 28.93606], [6.70831, -8.87896, 29.51340], [5.26198, -9.02103, 28.26432], [4.02390, -8.96520, 29.07260], [5.54861, -10.06190, 27.30345], [5.66462, -7.38483, 27.56681], [7.14549, -5.97351, 27.74788], [6.19927, -6.16409, 29.24754], [8.43091, -7.43999, 29.60265], [8.16431, -8.40874, 28.17500], [6.20258, -8.39494, 30.34891], [7.07171, -9.89618, 29.65933], [4.79222, -6.88246, 27.14891], [6.17895, -7.73512, 26.67190]], "atomic_forces_ev_per_a": [[-0.7, 1.8, 1.3], [0.9, 0.6, 0.6], [-0.2, -1.9, -0.5], [3.1, -0.8, 3.6], [-3.2, 1.7, -3.2], [-0.5, 0.7, -0.3], [-0.1, -0.2, -0.1], [4.5, 1.1, -0.9], [-2.8, -0.7, -2.0], [-0.3, -0.1, 3.1], [-1.6, 0.0, 0.0], [0.0, 0.1, 1.1], [0.0, -0.5, -1.0], [0.0, -0.4, 0.3], [0.9, 0.8, -1.7], [1.1, -0.9, 1.2], [-1.6, -0.5, 0.5], [0.4, 0.6, 0.1], [-0.8, 0.4, 0.3], [0.0, -0.2, 0.3], [0.1, -0.1, 0.0], [-0.2, 0.0, 0.2], [-0.1, 0.4, 0.1], [0.4, 0.8, -0.3], [-0.4, 0.0, -0.5], [0.3, -0.5, -0.5], [-0.9, 1.0, -1.2], [0.7, 1.0, 1.6], [-1.1, 1.3, -0.4], [1.2, -2.2, -1.5], [-1.6, 0.1, 0.5], [0.2, 0.2, 0.8], [0.8, -1.4, -0.1], [-0.2, -0.2, 0.1], [0.1, 0.3, -0.6], [0.1, -0.5, 0.0], [0.3, 0.1, 0.4], [0.6, -0.5, -0.2], [-0.2, -0.2, 0.1], [0.3, 0.3, 0.1], [-0.4, 0.5, 0.5], [-0.5, -0.2, 2.4], [0.9, -0.4, 1.0], [-1.3, 0.0, -0.5], [0.5, -0.1, 0.0], [2.8, -1.7, -1.3], [-0.9, 2.2, -1.2], [-0.8, 0.7, 0.1], [0.2, 0.5, -0.3], [-0.2, -0.3, 0.0], [0.0, -0.1, 0.1], [0.6, -0.1, -0.4], [-0.7, -0.1, 0.1], [0.6, -0.6, -0.4], [0.0, 0.2, -0.3], [0.3, 0.2, 0.3], [1.3, -0.5, -1.6], [0.1, 0.7, -0.1], [-0.3, -0.1, -0.2], [1.7, -3.0, 0.2], [0.3, 0.4, 2.3], [-0.6, -0.2, -0.4], [-1.4, 0.5, 0.0], [-0.5, 0.1, 0.2], [-0.2, 0.3, 0.2], [-0.4, -0.4, 0.3], [0.4, -0.1, -0.6], [-0.2, -0.3, 0.0], [-0.4, 0.8, -0.2], [-0.1, 0.0, 0.1], [-0.2, 0.5, -0.5], [-0.2, 0.9, 1.6], [0.8, -0.7, -0.4], [-0.6, -1.1, 0.8], [1.0, -0.4, 0.6], [0.3, -2.1, -0.8], [-1.7, 1.7, -0.7], [1.7, 0.3, -0.6], [0.3, 0.2, -0.4], [-0.7, 0.1, 0.0], [-0.3, 0.0, 0.1], [0.5, 0.0, -0.2], [-0.8, 0.7, 0.1], [-0.5, -0.4, -0.2], [0.0, 0.6, -0.1], [0.4, -0.1, 0.1], [0.8, -1.2, -0.3], [-1.1, 0.9, 0.4], [0.5, -1.3, -0.7], [1.0, 0.8, 1.4], [-0.3, -0.8, 0.8], [-0.2, 0.7, 0.0], [-0.9, 0.5, -1.7], [-0.3, 0.5, 0.2], [0.3, -0.2, -0.2], [-0.4, -0.1, 0.0], [0.0, -0.2, -0.1], [0.4, 0.4, 0.3], [0.0, -0.2, 0.2], [-0.2, -0.1, -0.1], [0.0, -0.1, -0.2], [-0.3, -0.5, 1.0], [-0.7, 1.7, 0.2], [0.4, -0.2, -0.2], [-0.8, -1.3, -1.9], [-0.9, 0.1, 0.6], [-0.3, 0.6, -0.9], [1.6, 0.3, -0.1], [0.0, 0.1, -0.3], [0.0, -0.1, 0.0], [0.7, -0.3, 0.0], [0.2, -0.4, 0.2], [-0.2, 0.4, -0.2], [-0.2, 0.1, 0.6], [0.3, 0.0, 0.1], [-0.1, -0.8, 0.0], [-1.0, 1.0, -0.8], [-0.2, -0.1, 1.0], [0.3, -0.5, 0.0], [-0.1, 0.5, 0.4], [-2.1, -2.1, -0.4], [2.0, 0.2, -0.1], [0.6, 1.3, 1.2], [0.1, -0.1, 0.3], [0.2, 0.0, -0.6], [0.3, 0.0, 0.1], [0.0, 0.0, -0.9], [0.1, 0.3, -0.1], [0.1, 0.1, -0.3], [0.3, -0.5, -0.2], [-0.4, 0.2, 0.3], [-0.3, -0.3, 0.7], [-0.1, -0.4, 0.9], [0.3, 0.3, -0.4], [-0.5, 0.1, -0.7], [0.7, 1.3, -1.1], [1.7, -1.2, 2.6], [0.0, 0.1, -0.1], [0.0, 0.4, -0.5], [-0.3, -0.4, -0.2], [0.0, -0.3, -0.2], [-0.3, 0.1, -0.4], [-0.1, 0.0, 0.2], [-0.5, -0.2, -0.3], [0.1, 0.0, 0.0], [-0.3, 0.0, -0.3], [0.3, -0.5, -0.3], [-0.8, -0.6, -0.5], [-1.2, 0.7, -0.5], [0.1, 2.1, 3.5], [1.7, -0.6, -1.6], [-0.5, -0.1, -0.4], [-0.3, -1.5, -1.6], [0.4, 0.1, 0.4], [0.3, 0.0, 0.2], [-0.3, -0.1, 0.3], [0.3, 0.9, -0.8], [-0.1, -0.8, 0.4], [0.1, 0.2, 0.3], [-0.2, 0.2, 0.8], [0.3, 0.1, -0.3]], "mulliken_charge": [4.1322, 2.7313, 0.1795, -0.4243, -1.4281, -0.9568, -0.5248, 0.4214, -0.5315, -0.4948, 0.3696, 0.0322, 0.0083, -0.6888, 1.1239, -0.6760, -0.6720, -0.4711, -0.3217, 0.4443, 0.4099, -0.3699, 0.4148, 0.2392, 0.5851, 0.0181, -0.0120, -0.1887, 0.0113, 0.9766, -0.7389, -0.5011, -0.9207, -0.1410, 0.4394, 0.5222, -0.3732, 0.6563, -0.5883, 0.4773, 0.3502, -0.3983, -0.9103, -0.1552, 1.0281, -1.2020, -0.9068, -0.2424, 0.3931, 0.2144, 0.4393, 0.3606, -0.3480, 0.6650, -0.3441, 0.5131, -0.5837, -0.7970, -0.2685, 0.9431, -0.8092, -0.3786, -0.6826, 0.3109, 0.3487, 0.3460, 0.3721, 0.3722, 0.0487, 0.4838, 0.2060, -0.7114, 1.6456, 0.1507, 1.0415, -0.6721, -0.6370, -0.6302, 0.0202, 0.4915, -0.8581, -0.5364, 0.5414, -0.5805, 0.5781, 0.0465, -0.7347, -0.5918, 1.8839, 0.8642, -0.6313, -0.4879, -0.7653, 0.4023, 0.3370, 0.4163, 0.2274, -0.6088, -1.0046, 0.4645, 0.2546, -0.7410, -0.6731, -0.9166, 1.1379, -0.6826, -0.9714, 0.1174, 0.3916, 0.3786, 0.5176, 0.2280, 0.4768, 0.1921, 0.3284, -0.5297, 0.9458, -0.9444, -0.1211, 0.9819, -0.4825, -0.7128, -0.9369, 0.4168, -0.8058, 0.1381, 0.4175, -0.2748, 0.5948, 0.3996, 0.5785, -1.0648, -0.3250, -0.3581, 0.6369, -0.8045, -0.6038, 0.2966, 0.4530, 0.4126, 0.3545, -0.0773, 0.6358, -0.1855, 0.7053, -0.9760, -1.0082, -0.1877, -0.1555, 0.7254, -0.7596, -1.1163, -0.2236, 0.4288, 0.3612, 0.4360, -0.1028, 0.5986, -0.5204, 0.6983, -0.1758]}